The following is a quantum chemistry calculation of a cluster of 6 separate species, C31H75Cl4N5 in total in a non-equilibrium geometry, from the Open Molecules 2025 dataset.

The geometry in XYZ format:
```
115
C31H75Cl4N5 | the Open Molecules 2025 dataset | ωB97M-V with the def2-TZVPD basis set
Cl -29.260 2.842 20.538
C -29.199 2.913 22.366
Cl -27.542 3.375 22.903
Cl -30.246 4.206 22.921
Cl -29.651 1.304 22.975
C -33.008 9.804 26.108
C -31.930 10.415 26.978
N -32.667 10.842 28.179
C -32.715 9.679 29.052
C -33.670 9.906 30.181
C -31.920 11.990 28.790
C -32.215 13.350 28.078
H -32.509 9.214 25.339
H -33.477 10.599 25.528
H -33.774 9.207 26.603
H -31.072 9.783 27.209
H -31.537 11.322 26.519
H -32.917 8.747 28.525
H -31.733 9.520 29.498
H -33.676 8.983 30.762
H -33.454 10.762 30.820
H -34.680 10.095 29.818
H -30.846 11.858 28.660
H -32.151 12.201 29.834
H -31.858 13.491 27.058
H -31.762 14.133 28.686
H -33.282 13.545 27.974
C -27.658 9.364 20.662
C -28.715 9.209 19.540
N -28.530 7.994 18.732
C -27.175 7.932 18.126
C -26.850 9.118 17.200
C -29.625 7.715 17.758
C -30.966 7.489 18.487
H -26.604 9.456 20.399
H -27.754 8.531 21.358
H -27.878 10.229 21.289
H -29.694 9.144 20.015
H -28.804 10.071 18.879
H -26.432 7.885 18.922
H -27.129 7.021 17.529
H -26.809 10.063 17.740
H -25.868 8.904 16.778
H -27.637 9.189 16.449
H -29.340 6.826 17.195
H -29.646 8.627 17.163
H -31.506 8.392 18.771
H -30.884 6.730 19.265
H -31.600 7.084 17.698
C -39.397 0.849 23.452
C -39.738 1.940 22.373
N -38.591 2.848 22.040
C -39.175 3.854 21.129
C -40.183 4.796 21.738
C -37.419 2.149 21.466
C -36.210 3.089 21.213
H -38.583 0.152 23.254
H -40.320 0.280 23.564
H -39.175 1.266 24.435
H -40.024 1.365 21.492
H -40.605 2.515 22.698
H -38.371 4.466 20.720
H -39.629 3.359 20.271
H -39.832 5.302 22.637
H -40.347 5.536 20.954
H -41.128 4.262 21.831
H -37.659 1.580 20.568
H -37.097 1.417 22.207
H -35.243 2.586 21.196
H -36.235 3.788 22.049
H -36.286 3.645 20.278
C -25.144 -2.207 24.817
C -24.516 -3.141 25.950
N -25.354 -3.270 27.157
C -24.738 -3.984 28.319
C -23.699 -3.104 28.969
C -26.714 -3.840 26.951
C -27.809 -3.346 27.894
H -24.516 -2.089 23.935
H -25.529 -1.258 25.192
H -26.039 -2.665 24.395
H -24.174 -4.054 25.462
H -23.582 -2.700 26.299
H -24.311 -4.966 28.115
H -25.553 -4.145 29.025
H -24.004 -2.145 29.386
H -22.940 -2.844 28.231
H -23.137 -3.546 29.791
H -27.182 -3.569 26.005
H -26.721 -4.929 26.938
H -28.805 -3.724 27.665
H -27.724 -3.710 28.919
H -27.804 -2.257 27.865
C -24.999 -0.524 17.285
C -25.087 -0.746 15.793
N -24.744 -2.067 15.252
C -25.435 -3.271 15.788
C -26.947 -3.347 15.470
C -24.624 -1.965 13.807
C -24.209 -3.151 13.014
H -25.472 -1.302 17.883
H -25.373 0.483 17.469
H -23.961 -0.504 17.618
H -26.132 -0.637 15.501
H -24.498 0.087 15.407
H -24.932 -4.187 15.479
H -25.302 -3.395 16.863
H -27.191 -3.292 14.409
H -27.340 -4.284 15.866
H -27.398 -2.457 15.910
H -23.848 -1.210 13.681
H -25.562 -1.556 13.432
H -25.043 -3.852 12.995
H -23.311 -3.667 13.355
H -24.015 -2.747 12.020
```

## Properties
LUMO (eV): 0.06
Electronic energy (eV): -90899.473
Frontier orbital gap (eV): 7.975
SMILES: ClC(Cl)(Cl)Cl.CCN(CC)CC.CCN(CC)CC.CCN(CC)CC.CCN(CC)CC.CCN(CC)CC
Spin multiplicity: 1
Strongest force on any atom (hartree/bohr): 0.0522
ΔE to the lowest compared entry with this formula, charge and spin (kJ/mol): 0.0
Highest occupied orbital energy (Ha): -0.2909


The following is a quantum chemistry calculation of a cluster of 9 separate species, C31H76BrN2O25S8 in total in a non-equilibrium geometry, from the Open Molecules 2025 dataset.

The geometry in XYZ format:
```
143
C31H76BrN2O25S8 | the Open Molecules 2025 dataset | ωB97M-V with the def2-TZVPD basis set
C 9.834 -0.452 -0.180
C 8.928 0.655 0.623
C 7.370 0.217 0.888
O 7.149 -1.227 1.068
C 6.165 -1.766 0.116
C 4.693 -1.147 0.488
C 3.906 -1.314 1.919
N 2.671 -0.494 1.606
C 2.701 0.116 0.189
N 3.987 -0.304 -0.551
Br 4.535 0.154 -2.305
H 10.929 -0.399 0.265
H 9.814 -0.188 -1.331
H 9.470 -1.560 -0.081
H 8.895 1.623 -0.067
H 9.378 0.990 1.652
H 7.013 0.736 1.902
H 6.725 0.709 0.031
H 6.126 -2.954 0.212
H 6.540 -1.531 -0.967
H 4.242 -1.901 2.875
H 1.917 -0.347 2.314
H 1.889 0.811 -0.322
O 0.664 0.258 4.643
S 0.789 1.364 5.569
O 2.075 1.838 6.032
O -0.163 1.083 6.861
C -0.004 -0.136 7.573
C 1.218 -0.098 8.470
C -0.116 2.747 4.921
H 0.036 -0.986 6.884
H -0.898 -0.264 8.192
H 2.139 -0.063 7.880
H 1.259 -0.986 9.107
H 1.207 0.795 9.104
H -1.107 2.409 4.612
H 0.432 3.137 4.061
H -0.190 3.515 5.694
O -0.767 3.565 -1.481
S -2.145 3.196 -1.235
O -2.749 3.308 0.075
O -2.401 1.691 -1.804
C -1.554 0.641 -1.358
C -1.927 0.185 0.040
C -3.176 4.053 -2.400
H -0.502 0.941 -1.410
H -1.687 -0.194 -2.053
H -1.719 0.967 0.777
H -1.357 -0.705 0.322
H -2.996 -0.041 0.103
H -2.754 3.935 -3.400
H -3.193 5.109 -2.122
H -4.185 3.639 -2.351
O -3.188 -1.235 2.230
S -3.806 -1.281 3.539
O -3.181 -1.947 4.662
O -5.332 -1.830 3.386
C -5.546 -3.072 2.730
C -5.206 -4.242 3.633
C -4.214 0.376 4.030
H -4.984 -3.118 1.792
H -6.609 -3.118 2.472
H -4.132 -4.282 3.838
H -5.495 -5.188 3.166
H -5.715 -4.150 4.597
H -4.729 0.873 3.206
H -3.283 0.899 4.260
H -4.847 0.336 4.918
O -9.284 -4.388 2.160
S -10.003 -3.382 2.913
O -9.610 -2.997 4.252
O -11.589 -3.755 2.918
C -11.984 -5.042 3.371
C -11.950 -5.132 4.885
C -10.122 -1.913 1.923
H -11.367 -5.822 2.913
H -13.012 -5.200 3.028
H -10.923 -5.070 5.259
H -12.377 -6.078 5.227
H -12.508 -4.305 5.336
H -10.464 -2.187 0.922
H -9.129 -1.460 1.869
H -10.821 -1.222 2.398
O -11.977 -8.530 4.315
S -11.382 -9.847 4.393
O -12.172 -11.055 4.293
O -10.458 -9.934 5.732
C -11.046 -9.617 6.986
C -11.909 -10.755 7.497
C -10.064 -9.943 3.207
H -11.616 -8.684 6.924
H -10.225 -9.448 7.690
H -12.792 -10.892 6.866
H -12.250 -10.554 8.517
H -11.354 -11.698 7.486
H -9.433 -9.057 3.306
H -10.508 -9.977 2.210
H -9.489 -10.853 3.389
O 7.443 1.501 -4.345
S 8.359 0.382 -4.414
O 9.548 0.310 -3.592
O 8.780 0.136 -5.969
C 9.320 1.222 -6.708
C 10.772 1.471 -6.346
C 7.435 -1.118 -4.193
H 8.716 2.125 -6.571
H 9.258 0.950 -7.767
H 10.864 1.835 -5.318
H 11.213 2.220 -7.009
H 11.354 0.547 -6.414
H 6.560 -1.095 -4.845
H 7.124 -1.172 -3.147
H 8.078 -1.968 -4.433
O 5.863 3.939 -10.070
S 5.988 5.045 -9.144
O 7.274 5.519 -8.681
O 5.036 4.764 -7.852
C 5.195 3.545 -7.141
C 6.417 3.583 -6.243
C 5.082 6.428 -9.792
H 5.235 2.695 -7.829
H 4.301 3.417 -6.521
H 7.338 3.618 -6.833
H 6.458 2.695 -5.606
H 6.406 4.476 -5.609
H 4.091 6.090 -10.101
H 5.631 6.818 -10.652
H 5.009 7.196 -9.019
O 4.800 10.442 -5.514
S 4.916 9.011 -5.704
O 4.321 8.335 -6.837
O 4.452 8.255 -4.338
C 3.170 8.548 -3.800
C 2.071 7.844 -4.573
C 6.635 8.570 -5.631
H 3.001 9.629 -3.764
H 3.167 8.186 -2.766
H 1.983 8.247 -5.586
H 1.105 7.971 -4.075
H 2.286 6.775 -4.668
H 7.084 9.037 -4.752
H 7.117 8.938 -6.539
H 6.718 7.482 -5.580
```

## Properties
LUMO (eV): -4.72
Electronic energy (eV): -244253.799
Frontier orbital gap (eV): 7.188
Net charge: +1
Spin multiplicity: 1
Strongest force on any atom (hartree/bohr): 0.1612
ΔE to the lowest compared entry with this formula, charge and spin (kJ/mol): 585.0
Highest occupied orbital energy (Ha): -0.4374


The following is a quantum chemistry calculation of a cluster of 10 separate species, C31H76F3N6O17S in total in a non-equilibrium geometry, from the Open Molecules 2025 dataset.

The geometry in XYZ format:
```
134
C31H76F3N6O17S | the Open Molecules 2025 dataset | ωB97M-V with the def2-TZVPD basis set
C -0.413 0.230 2.118
F -0.850 1.469 2.247
F 0.922 0.205 2.236
F -0.920 -0.567 3.052
S -0.841 -0.426 0.395
O -0.711 -1.875 0.466
O -2.187 0.057 0.201
O 0.139 0.167 -0.523
C -3.639 3.407 5.209
C -2.750 3.728 3.991
O -3.259 4.907 3.393
O -3.022 2.562 6.162
H -4.480 2.840 4.812
H -3.880 4.372 5.659
H -2.774 2.918 3.253
H -1.680 3.756 4.221
H -3.940 4.647 2.765
H -2.268 3.050 6.509
C 1.551 -2.973 4.556
C 2.775 -2.118 4.198
O 2.716 -0.824 4.827
O 1.716 -3.676 5.776
H 1.413 -3.670 3.723
H 0.706 -2.279 4.503
H 2.754 -2.018 3.115
H 3.700 -2.580 4.549
H 2.209 -0.951 5.635
H 0.877 -4.086 6.003
C -1.582 -4.596 2.183
C -2.756 -3.949 1.490
O -3.912 -4.808 1.512
O -1.300 -5.846 1.564
H -1.841 -4.766 3.234
H -0.736 -3.917 2.097
H -2.599 -3.677 0.445
H -3.060 -3.007 1.960
H -4.431 -4.657 0.722
H -2.169 -6.195 1.330
C -2.475 3.685 -0.231
C -1.342 4.245 0.592
O -1.148 5.641 0.343
O -3.685 4.251 0.271
H -2.416 2.590 -0.230
H -2.362 3.883 -1.302
H -0.370 3.843 0.304
H -1.508 4.040 1.650
H -1.905 6.078 0.753
H -4.431 3.936 -0.246
C -5.779 -0.036 -3.103
C -4.664 -0.533 -2.165
O -4.638 0.276 -1.000
O -5.813 1.365 -3.179
H -6.680 -0.611 -2.853
H -5.548 -0.315 -4.137
H -3.727 -0.381 -2.711
H -4.878 -1.552 -1.832
H -3.778 0.095 -0.582
H -5.411 1.710 -2.371
C 1.219 2.547 -3.076
O 1.559 3.286 -3.993
N 2.053 2.237 -2.052
N 0.072 1.857 -3.024
H 3.008 2.541 -2.077
H 1.721 1.636 -1.314
H -0.066 1.049 -2.433
H -0.580 1.925 -3.786
C 3.383 -1.431 -1.358
O 4.338 -2.207 -1.401
N 2.735 -1.161 -0.201
N 2.851 -0.794 -2.421
H 1.815 -0.727 -0.219
H 3.034 -1.595 0.652
H 3.282 -1.038 -3.295
H 2.214 -0.023 -2.343
C 1.586 3.946 2.276
C 2.746 3.897 3.280
C 2.968 2.513 3.881
C 3.675 1.666 2.820
C 5.023 2.169 2.354
C 4.934 3.614 1.850
N 4.010 4.408 2.710
O 3.962 5.740 2.326
C 6.351 4.194 1.975
C 4.490 3.721 0.370
C 2.379 4.794 4.482
H 1.473 4.909 1.778
H 0.643 3.727 2.784
H 1.621 3.159 1.519
H 3.402 2.466 4.876
H 1.981 2.040 3.907
H 3.082 1.621 1.896
H 3.559 0.613 3.090
H 5.216 1.526 1.488
H 5.818 2.025 3.084
H 6.792 4.034 2.961
H 6.993 3.783 1.197
H 6.385 5.287 1.937
H 4.331 4.759 0.083
H 5.242 3.224 -0.247
H 3.560 3.207 0.114
H 2.012 5.785 4.188
H 3.205 5.069 5.139
H 1.584 4.368 5.098
H 3.347 5.807 1.576
C -2.810 -5.660 -6.051
C -1.665 -4.693 -5.669
C -2.240 -3.272 -5.807
C -1.315 -2.238 -5.212
C -1.172 -2.482 -3.731
C -0.667 -3.906 -3.423
N -1.243 -4.955 -4.300
O -0.693 -6.217 -4.121
C 0.884 -3.917 -3.576
C -1.006 -4.264 -2.010
C -0.565 -4.818 -6.750
H -3.128 -5.421 -7.067
H -3.583 -5.556 -5.290
H -2.492 -6.703 -6.042
H -2.580 -3.043 -6.817
H -3.175 -3.234 -5.233
H -1.780 -1.242 -5.231
H -0.400 -2.084 -5.788
H -2.128 -2.338 -3.223
H -0.445 -1.779 -3.323
H 1.372 -4.542 -4.328
H 1.318 -2.935 -3.806
H 1.400 -4.062 -2.621
H -0.588 -5.241 -1.767
H -0.567 -3.508 -1.355
H -2.081 -4.315 -1.829
H -0.334 -5.860 -6.999
H 0.408 -4.393 -6.492
H -0.876 -4.386 -7.702
H 0.223 -6.172 -4.446
```

## Properties
LUMO (eV): 2.04
Electronic energy (eV): -96115.558
Frontier orbital gap (eV): 8.350
Net charge: -1
Spin multiplicity: 1
Strongest force on any atom (hartree/bohr): 0.0489
Highest occupied orbital energy (Ha): -0.2320